{"formula": "C25H33F5N7O3SSeTeV", "method": "wB97M-V/def2-TZVPD", "homo_energy_ev": [-3.48, -3.48], "charge": -1, "homo_lumo_gap_ha": [0.180, 0.181], "largest_force_ev_per_a": 2.487, "spin_multiplicity": 2, "species": ["V", "N", "C", "C", "N", "C", "C", "N", "H", "H", "H", "H", "H", "H", "H", "H", "H", "H", "H", "H", "H", "O", "C", "O", "C", "C", "C", "C", "S", "C", "C", "H", "H", "H", "H", "H", "C", "N", "C", "C", "C", "C", "C", "C", "C", "C", "H", "H", "H", "H", "H", "H", "H", "H", "H", "H", "H", "H", "F", "Te", "F", "F", "F", "F", "O", "Se", "N", "C", "C", "C", "C", "N", "C", "N", "H", "H", "H"], "positions_angstrom": [[-1.595, 1.228, 1.428], [-2.499, 2.164, -0.255], [-3.062, 3.470, 0.091], [-3.881, 3.310, 1.373], [-3.140, 2.434, 2.307], [-2.938, 2.881, 3.699], [-1.522, 2.529, 4.196], [-0.988, 1.358, 3.483], [-1.887, 2.225, -1.060], [-3.237, 1.428, -0.323], [-3.692, 3.868, -0.713], [-2.237, 4.169, 0.253], [-4.839, 2.842, 1.147], [-4.066, 4.285, 1.831], [-3.646, 1.537, 2.355], [-3.694, 2.419, 4.338], [-3.070, 3.963, 3.755], [-1.529, 2.365, 5.278], [-0.846, 3.359, 4.001], [-1.407, 0.491, 3.825], [0.018, 1.290, 3.593], [7.067, -4.525, 1.022], [6.327, -4.900, -0.060], [6.852, -5.548, -0.928], [4.911, -4.454, -0.077], [4.224, -4.060, 1.073], [2.912, -3.639, 0.997], [2.248, -3.606, -0.233], [0.572, -3.085, -0.223], [2.922, -4.020, -1.384], [4.238, -4.438, -1.297], [6.549, -3.919, 1.562], [4.692, -4.104, 2.051], [2.385, -3.330, 1.892], [2.405, -3.990, -2.328], [4.771, -4.758, -2.183], [2.583, -0.293, -2.216], [1.217, 0.171, -2.194], [0.779, 0.930, -3.334], [0.627, 0.502, -0.913], [0.869, 1.876, -0.294], [1.889, 2.710, -0.753], [2.104, 3.967, -0.199], [1.296, 4.411, 0.832], [0.284, 3.579, 1.310], [0.051, 2.311, 0.773], [2.764, -0.826, -3.150], [2.732, -1.009, -1.405], [3.349, 0.494, -2.124], [1.028, 0.383, -4.247], [1.207, 1.942, -3.411], [-0.312, 1.025, -3.303], [0.937, -0.264, -0.190], [-0.456, 0.346, -0.998], [2.518, 2.379, -1.568], [2.899, 4.597, -0.583], [1.443, 5.396, 1.265], [-0.346, 3.962, 2.108], [-3.975, 0.392, 0.630], [-2.770, -1.794, 2.063], [-3.850, -2.766, 3.326], [-1.502, -1.733, 3.479], [-1.860, -3.436, 1.676], [-3.296, -0.148, 3.195], [-1.299, -0.426, 1.294], [1.354, -2.770, -4.744], [-0.258, -2.042, -4.672], [-1.005, -1.905, -3.606], [-2.247, -1.282, -3.896], [-3.131, -1.002, -2.930], [-2.804, -1.341, -1.583], [-1.710, -1.916, -1.225], [-0.773, -2.246, -2.186], [0.341, -2.799, -1.858], [-2.435, -1.034, -4.934], [-4.071, -0.519, -3.153], [-3.489, -1.062, -0.771]], "mulliken_spin": [1.17, -0.02, 0.01, 0.01, -0.01, 0.01, 0.00, -0.01, 0.00, 0.00, 0.00, 0.00, 0.00, 0.00, -0.01, 0.00, 0.00, 0.00, 0.00, 0.00, 0.00, 0.00, 0.00, 0.00, 0.00, 0.00, 0.00, 0.00, 0.00, 0.00, 0.00, 0.00, 0.00, 0.00, 0.00, 0.00, 0.00, 0.00, 0.00, 0.03, -0.04, -0.01, 0.02, -0.01, 0.02, -0.10, 0.00, 0.00, 0.00, 0.00, 0.00, 0.00, 0.00, 0.00, 0.00, 0.00, 0.00, 0.00, 0.01, 0.00, 0.00, 0.00, 0.00, 0.00, -0.07, 0.00, 0.00, 0.00, 0.00, 0.00, 0.00, 0.00, 0.00, 0.00, 0.00, 0.00, 0.00]}

{"formula": "C6H9O5PS", "method": "wB97M-V/def2-TZVPD", "homo_energy_ev": [-8.61, -8.61], "homo_lumo_gap_ha": [0.277, 0.277], "largest_force_ev_per_a": 2.929, "spin_multiplicity": 1, "species": ["C", "C", "C", "C", "C", "C", "O", "O", "O", "O", "O", "P", "S", "H", "H", "H", "H", "H", "H", "H", "H", "H"], "positions_angstrom": [[2.936, 2.082, -0.651], [2.461, 1.498, 0.293], [-1.544, -2.271, -0.403], [-2.456, 1.305, 0.276], [1.933, 0.711, 1.363], [-1.392, -0.755, -0.344], [-0.094, 1.251, -1.526], [1.041, -1.005, -1.327], [2.518, -1.790, 0.461], [-2.570, -0.131, 0.015], [0.869, -0.161, 1.047], [-0.299, -0.196, -1.604], [1.112, -1.545, 0.269], [3.252, 2.469, -1.549], [-1.608, -2.760, 0.624], [-0.770, -2.809, -0.892], [-2.451, -2.517, -0.831], [-2.482, 1.963, -0.605], [-1.481, 1.576, 0.805], [-3.355, 1.635, 0.936], [1.632, 1.437, 2.076], [2.748, 0.012, 1.569]], "lowdin_charge": [0.15, -0.11, -0.14, -0.06, -0.24, -0.41, -0.35, -0.44, -0.36, -0.10, -0.35, 0.67, 0.95, 0.02, 0.12, 0.04, 0.06, 0.08, 0.10, 0.12, 0.13, 0.12]}

{"formula": "C4H6N2O2", "method": "wB97M-V/def2-TZVPD", "homo_energy_ev": -9.76, "homo_lumo_gap_ha": 0.380, "largest_force_ev_per_a": 2.499, "spin_multiplicity": 1, "species": ["C", "C", "C", "C", "N", "O", "N", "O", "H", "H", "H", "H", "H", "H"], "positions_angstrom": [[0.126, -0.748, 0.418], [0.203, -0.638, 1.924], [0.017, 0.793, -1.158], [-1.264, -0.521, -0.133], [0.596, 1.671, -1.998], [0.860, 0.301, -0.221], [-1.190, 0.365, -1.173], [-2.279, -1.064, 0.276], [0.515, -1.706, 0.063], [0.136, 1.749, -2.898], [1.605, 1.623, -2.041], [-0.309, -1.482, 2.399], [-0.261, 0.286, 2.286], [1.246, -0.629, 2.257]], "lowdin_charge": [-0.26, -0.02, -0.47, -0.45, 0.19, 0.04, 0.21, 0.08, 0.17, 0.12, 0.12, 0.09, 0.10, 0.08]}

{"formula": "H8O4", "method": "wB97M-V/def2-TZVPD", "homo_energy_ev": -11.03, "homo_lumo_gap_ha": 0.428, "largest_force_ev_per_a": 5.612, "spin_multiplicity": 1, "species": ["H", "H", "H", "H", "H", "H", "H", "H", "O", "O", "O", "O"], "positions_angstrom": [[2.391, -0.894, -1.449], [1.886, 0.536, -1.310], [-2.381, -2.960, -0.831], [-1.317, -1.915, -0.780], [0.312, -0.878, 1.900], [0.803, 0.279, 1.157], [-0.087, 2.877, 0.740], [-1.412, 3.170, 0.144], [1.647, -0.387, -1.182], [-2.105, -2.233, -0.384], [0.999, -0.206, 1.897], [-0.734, 2.610, 0.097]], "lowdin_charge": [0.02, 0.04, -0.02, 0.02, 0.04, -0.05, 0.04, -0.04, -0.04, 0.00, -0.02, 0.01]}

{"formula": "C3H4ClF", "method": "wB97M-V/def2-TZVPD", "homo_energy_ev": -10.17, "homo_lumo_gap_ha": 0.409, "largest_force_ev_per_a": 6.593, "spin_multiplicity": 1, "species": ["C", "C", "C", "F", "Cl", "H", "H", "H", "H"], "positions_angstrom": [[1.589, 0.549, 0.119], [-1.288, -0.383, -0.399], [0.330, -0.034, 0.286], [-1.664, -1.697, 0.008], [-2.282, 0.841, -0.010], [2.198, 0.460, 1.028], [1.992, 1.217, -0.745], [-1.176, -0.429, -1.490], [0.300, -0.525, 1.204]], "lowdin_charge": [-0.02, -0.79, -0.10, -0.09, 0.76, 0.04, 0.08, 0.09, 0.03]}

{"formula": "CH6Cl3NSi2", "method": "wB97M-V/def2-TZVPD", "homo_energy_ev": -9.72, "homo_lumo_gap_ha": 0.372, "largest_force_ev_per_a": 2.190, "spin_multiplicity": 1, "species": ["C", "N", "Si", "Si", "Cl", "Cl", "Cl", "H", "H", "H", "H", "H", "H"], "positions_angstrom": [[-2.199, 0.036, 0.129], [0.631, -0.446, -0.054], [2.393, -0.525, 0.022], [-0.393, 0.855, 0.177], [-2.557, -0.868, 1.536], [-2.251, -1.076, -1.220], [-3.330, 1.368, 0.097], [0.310, -1.012, -0.799], [2.552, -0.072, 1.428], [2.721, -1.845, -0.780], [2.743, 0.614, -0.886], [0.082, 1.261, 1.537], [-0.702, 1.709, -1.187]], "lowdin_charge": [-1.88, -0.41, 0.53, 0.38, 0.54, 0.55, 0.51, -0.04, -0.07, -0.04, -0.09, 0.00, 0.01]}